Entry 1:
The following is a quantum chemistry calculation of a 2-piece molecular cluster, C5H15NO overall in a non-equilibrium geometry, from OMol25.

Atoms and positions in Å:
O -0.87 -2.51 2.28
N 0.16 1.69 0.69
C 0.25 0.40 -1.49
C -1.20 -0.12 -1.29
C 1.09 -0.66 -2.17
C 1.07 1.01 -0.29
C -0.37 0.76 1.69
H -0.46 -1.96 2.96
H 1.74 0.28 0.17
H 2.16 -0.39 -2.00
H 1.61 1.89 -0.69
H 0.63 2.45 1.17
H -0.69 -0.20 1.31
H -0.77 -2.09 1.43
H -1.30 1.25 2.02
H -1.54 -0.44 -0.29
H 0.86 -1.65 -1.75
H -1.29 -1.01 -1.88
H -1.91 0.72 -1.36
H 0.08 1.35 -2.02
H 1.25 -0.78 -3.24
H 0.35 0.44 2.48

SMILES string: CNCC(C)C.O
Orbital gap in eV: 9.9

=====

Entry 2:
The following is a quantum chemistry calculation of a 2-piece molecular cluster, C3H10NS2 overall in a non-equilibrium geometry, from OMol25.

Atoms and positions in Å:
S -3.62 -0.77 0.01
S -2.93 1.18 -0.47
N -0.36 -1.30 0.61
C 1.14 0.32 -0.41
C 2.57 0.78 -0.07
C 0.81 -0.92 0.30
H -1.13 -0.70 0.85
H 1.61 -1.68 0.22
H 2.64 0.96 1.05
H 2.70 1.67 -0.69
H -0.58 -2.19 1.03
H -3.41 2.03 0.61
H 3.43 0.15 -0.34
H -4.60 -0.66 -0.89
H 1.19 -0.06 -1.48
H 0.54 1.19 -0.32

Total charge: +1
Orbital gap in eV: 8.4

=====

Entry 3:
The following is a quantum chemistry calculation of C3H8O3 as an isolated structure in a non-equilibrium geometry, from OMol25.

Atoms and positions in Å:
O -2.14 0.79 -0.38
O 2.16 -1.31 -0.61
O 0.29 -1.02 -0.68
C 0.87 1.18 0.18
C -1.63 -0.31 0.22
C 0.40 -0.23 0.34
H 0.60 -0.69 1.32
H -1.93 -1.25 -0.22
H -2.02 0.72 -1.34
H 1.79 1.20 -0.40
H 0.18 1.82 -0.36
H 2.13 -2.27 -0.50
H -1.76 -0.26 1.29
H 1.08 1.63 1.15

Orbital gap (alpha / beta) in eV: 9.2 / 8.2

=====

Entry 4:
The following is a quantum chemistry calculation of a 2-piece molecular cluster, C6H14N5 overall in a non-equilibrium geometry, from OMol25.

Atoms and positions in Å:
N 0.52 -1.30 -0.06
N 2.55 -2.08 -0.87
N 2.56 -0.60 0.89
N -1.66 0.55 0.31
N -3.62 1.30 0.96
C 1.91 -2.57 -2.08
C -2.92 0.26 0.40
C 1.86 -1.32 0.03
C -0.25 2.57 0.43
C -2.72 2.29 1.23
C -1.48 1.84 0.91
H -4.62 1.29 1.10
H -3.56 -0.52 0.00
H 0.50 1.85 0.13
H 0.07 3.24 1.23
H -0.52 3.14 -0.46
H -3.04 3.26 1.58
H 0.24 -1.22 -1.03
H 2.10 -0.06 1.62
H 1.12 -3.31 -1.98
H 2.67 -2.90 -2.77
H 3.29 -2.59 -0.44
H 1.48 -1.65 -2.51
H -0.02 -0.57 0.43
H 3.52 -0.88 0.97

Total charge: +1
Orbital gap in eV: 9.1

=====

Entry 5:
The following is a quantum chemistry calculation of a 22-piece molecular cluster, C30H65Cl42N5O2P overall in a non-equilibrium geometry, from OMol25.

Atoms and positions in Å:
Cl 7.74 -4.66 3.30
Cl -5.37 4.42 0.11
Cl 14.28 -6.55 10.52
Cl 1.28 -5.47 4.31
Cl -9.07 3.73 -0.69
Cl -4.70 0.07 -4.18
Cl 4.94 -1.49 -6.36
Cl 6.08 2.59 -3.39
Cl -10.02 5.18 -3.63
Cl 3.53 2.39 -4.80
Cl -12.87 5.23 -2.94
Cl 4.97 -5.29 4.05
Cl 3.77 -3.70 0.91
Cl -0.04 -3.19 2.96
Cl 7.77 -2.73 7.18
Cl 14.29 -8.67 8.50
Cl -5.81 -9.13 -3.14
Cl -3.11 -6.00 -3.43
Cl -8.41 7.93 1.37
Cl -1.96 3.35 4.97
Cl -5.02 -2.40 -2.63
Cl 3.94 -1.05 2.18
Cl -3.78 -10.90 -4.29
Cl -4.95 10.97 -0.41
Cl 7.70 -6.22 10.14
Cl -4.87 9.30 2.00
Cl -8.40 1.08 -1.79
Cl 6.75 -7.83 0.67
Cl -6.93 5.47 -7.85
Cl -8.75 5.25 2.48
Cl -4.44 0.77 4.10
Cl -4.50 6.19 -6.38
Cl -5.92 0.89 1.57
Cl -6.68 6.82 -2.75
Cl 10.13 -6.84 8.62
Cl 8.92 -8.83 2.34
Cl 7.14 -2.32 -4.61
Cl -0.86 -4.90 -1.91
Cl -4.27 7.55 -1.25
Cl 6.04 -1.59 5.11
Cl -4.26 3.56 6.77
Cl -3.10 3.78 1.88
P -0.73 -1.74 -0.15
O 1.16 4.13 -0.94
O -1.67 -0.82 0.56
N 0.43 -1.90 -3.93
N -0.55 -1.33 -1.83
N 1.76 -1.85 -1.99
N -0.32 2.35 -1.43
N 2.88 -2.19 -2.75
C -3.13 4.43 5.73
C 3.60 -0.95 -3.13
C -8.35 2.15 -0.38
C -0.93 0.08 -2.13
C -11.49 4.23 -3.40
C 13.73 -7.05 8.91
C 4.20 -0.21 -1.92
C -3.63 4.54 0.37
C 4.51 3.33 -3.66
C 9.13 -5.57 9.34
C 8.10 -8.97 0.79
C -5.94 8.00 -1.65
C 0.59 -1.71 -2.53
C 0.38 3.96 -3.22
C 0.42 -3.95 4.51
C 0.21 1.12 -1.96
C -4.78 -0.03 2.56
C -2.01 -4.64 -3.24
C 7.71 -1.87 5.64
C -6.17 6.63 -6.75
C -8.20 6.20 1.10
C -4.33 -9.24 -4.10
C 6.70 -1.51 -6.12
C 0.42 1.84 0.95
C 0.47 3.50 -1.77
C -4.33 10.80 1.24
C -0.69 2.28 0.00
C -5.83 -1.16 -3.61
C 4.06 -2.81 2.41
C 6.46 -5.89 3.31
H 0.09 1.88 1.99
H -0.50 -4.16 5.04
H -7.15 5.98 0.92
H 8.81 -8.74 0.00
H 4.66 4.32 -4.07
H 6.81 -6.75 3.87
H -8.89 1.67 0.43
H 2.93 -0.30 -3.69
H 4.41 -1.25 -3.79
H -0.62 3.83 -3.63
H 1.90 -1.71 -0.99
H 5.03 0.40 -2.27
H -1.54 1.61 0.16
H 7.15 -2.05 -6.95
H -3.35 5.58 0.38
H 3.32 -3.12 3.13
H 0.66 5.02 -3.23
H 0.87 -1.12 -4.42
H 0.95 -2.73 -4.21
H -1.00 3.28 0.28
H 4.53 -0.93 -1.16
H -3.24 10.80 1.21
H 0.51 -1.78 0.52
H -2.59 -3.75 -3.03
H 1.10 3.44 -3.84
H 3.98 3.39 -2.72
H 7.05 -0.49 -6.08
H 5.06 -3.03 2.76
H 7.72 -9.97 0.68
H -7.31 2.29 -0.11
H -3.69 4.94 4.96
H -1.24 0.10 -3.18
H -11.31 3.51 -2.61
H -4.52 -8.82 -5.09
H -5.93 8.97 -2.12
H 14.12 -6.35 8.18
H -1.45 -4.50 -4.16
H 3.47 0.47 -1.46
H -6.52 8.02 -0.73
H -6.27 -1.65 -4.48
H 8.21 -2.46 4.89
H 9.73 -5.04 10.07
H -1.81 0.35 -1.55
H -6.17 7.60 -7.23
H 12.65 -7.05 8.91
H 6.26 -6.17 2.28
H 1.07 0.73 -1.39
H -5.20 -1.01 2.76
H -6.59 -0.68 -3.01
H 0.70 0.79 0.76
H -11.72 3.72 -4.33
H 0.59 1.33 -2.97
H -3.85 -0.13 2.01
H 3.47 -2.81 -2.21
H -4.69 11.63 1.83
H -3.55 -8.67 -3.61
H 1.03 -3.26 5.07
H 8.19 -0.91 5.76
H -2.58 5.15 6.34
H -6.73 6.66 -5.83
H 8.81 -4.90 8.55
H -8.77 5.91 0.23
H -3.14 4.02 -0.46
H -1.24 -3.04 -0.12
H 1.33 2.44 0.85

Total charge: +1
Orbital gap in eV: 8.2

=====

Entry 6:
The following is a quantum chemistry calculation of C37H48BCrIN6O4S3Si as an isolated structure, from OMol25.

Atoms and positions in Å:
I -1.99 -2.72 -4.16
Cr 0.93 0.80 1.00
S 1.13 0.64 5.96
S -1.30 5.12 0.71
S 4.36 4.23 1.80
Si -2.27 -0.79 0.84
O 2.50 0.96 -1.90
O 0.25 1.57 -2.00
O 2.16 -0.62 1.43
O -0.89 -0.25 1.44
N 3.47 3.04 -0.44
N 0.77 -0.77 -1.44
N 2.58 2.38 1.64
N -0.61 -0.43 4.13
N 0.91 1.19 3.46
N -0.11 2.59 0.78
C -4.18 0.53 -2.67
C 2.73 2.70 2.97
C 0.65 -3.28 -2.80
C 2.23 1.78 5.27
C -3.52 -1.93 3.16
C -0.32 -1.12 -2.22
C -4.03 1.91 -2.59
C -2.01 -2.59 0.31
C -0.08 1.71 -4.36
C -2.85 1.64 -0.52
C 0.84 2.06 -3.19
C -0.41 -4.42 0.22
C -3.37 2.46 -1.51
C -3.70 -0.80 2.14
C 3.62 3.67 3.26
C -2.66 -4.79 -0.49
C 2.30 0.13 -4.16
C 0.40 0.43 4.38
C 1.77 -1.72 -1.33
C -3.70 0.56 2.86
C 2.69 -2.68 2.50
C 2.84 -1.16 2.49
C 2.25 1.37 -3.25
C -5.07 -0.99 1.49
C -2.97 0.25 -0.58
C 1.96 1.93 3.95
C 1.74 -2.92 -1.95
C -3.66 -0.29 -1.68
C -1.38 -5.28 -0.28
C -0.72 -3.10 0.51
C 3.38 3.09 0.90
C 0.91 3.58 -3.05
C 4.32 -0.76 2.43
C 3.38 2.30 -3.68
C -0.36 -2.31 -2.88
C -2.97 -3.47 -0.20
C -0.59 3.65 0.76
B 1.18 0.75 -1.25
H -3.52 -2.90 2.68
H 3.19 -3.14 3.36
H 2.12 0.40 -5.20
H -5.86 -0.92 2.25
H 4.31 3.42 -0.85
H 3.27 2.60 -4.72
H -1.14 -6.31 -0.52
H -2.74 0.76 3.34
H 2.56 -3.61 -1.80
H 3.87 4.09 4.22
H -4.67 0.08 -3.53
H -4.33 -1.90 3.90
H -2.58 -1.83 3.71
H 0.05 -2.43 0.87
H 1.63 -2.94 2.52
H -3.98 -3.12 -0.39
H -4.42 2.54 -3.38
H -3.43 -5.45 -0.90
H 0.61 -4.77 0.37
H 1.47 3.85 -2.15
H 3.12 -3.10 1.58
H 3.05 2.19 5.84
H -0.75 -1.20 4.76
H -1.06 2.14 -4.17
H 0.59 -4.23 -3.31
H -4.48 0.58 3.64
H -3.76 -1.36 -1.78
H 4.75 -1.11 1.48
H 3.41 3.20 -3.06
H 2.59 -1.43 -0.69
H -5.17 -1.96 1.01
H -5.27 -0.22 0.73
H -0.85 -0.49 3.11
H -1.09 -0.37 -2.32
H -2.32 2.08 0.31
H 1.36 4.06 -3.92
H 2.46 -0.80 3.47
H 4.89 -1.19 3.26
H -3.22 3.53 -1.43
H -0.20 0.63 -4.46
H 4.33 1.78 -3.57
H 0.31 2.12 -5.30
H -3.90 1.37 2.16
H 3.29 -0.32 -4.08
H 4.41 0.33 2.46
H 1.57 -0.61 -3.86
H -0.11 3.96 -2.92
H 3.06 2.22 -0.94

Total charge: -2
2S+1: 5
Orbital gap (alpha / beta) in eV: 3.6 / 4.7

=====

Entry 7:
The following is a quantum chemistry calculation of CH12N2O4 as an isolated structure in a non-equilibrium geometry, from OMol25.

Atoms and positions in Å:
O 1.77 -1.47 1.03
O -1.26 0.90 -1.85
O -0.21 -0.48 1.59
O -1.94 -1.49 -0.87
N 0.09 2.04 0.12
N 1.05 0.17 -0.77
C 0.88 0.97 0.38
H -0.70 1.94 -0.54
H 2.22 -2.30 1.14
H 0.32 0.17 1.11
H -1.68 -1.53 0.06
H 0.10 0.28 -1.22
H 1.17 -0.75 -0.34
H -0.72 -0.67 2.41
H -0.72 0.73 -2.69
H 0.39 2.96 0.51
H 0.83 -1.14 1.54
H 1.85 1.26 0.80
H -1.75 -0.56 -1.27

Orbital gap in eV: 6.5

=====

Entry 8:
The following is a quantum chemistry calculation of the molecule C5H10N4O in a non-equilibrium geometry, from OMol25.

Atoms and positions in Å:
O 0.39 0.62 1.85
N 0.40 1.93 2.19
N 1.51 -1.06 -1.22
N 0.62 -1.85 0.57
N 1.22 -2.91 -0.05
C 0.21 0.50 0.16
C 0.74 -0.79 -0.20
C 1.81 -2.39 -1.09
C -1.35 0.79 -0.10
C -1.64 0.62 -1.62
H 2.54 -2.81 -1.75
H -1.69 1.74 0.18
H -0.67 0.90 -2.02
H 0.10 -1.93 1.40
H 0.76 1.33 -0.38
H -1.96 -0.36 -2.00
H 1.45 2.31 2.37
H -0.04 1.98 3.08
H -1.92 0.09 0.61
H -2.48 1.29 -1.95

2S+1: 3
Orbital gap (alpha / beta) in eV: 5.0 / 6.3

=====

Entry 9:
The following is a quantum chemistry calculation of the molecule CBrNO3 in a non-equilibrium geometry, from OMol25.

Atoms and positions in Å:
Br -2.27 -0.20 0.14
O 1.56 -0.28 0.67
O 0.06 -1.57 -0.39
O 0.23 1.83 -0.30
N 0.53 -0.52 0.02
C -0.11 0.75 -0.15

SMILES string: O=C(Br)[N+](=O)[O-]
Orbital gap in eV: 8.1

=====

Entry 10:
The following is a quantum chemistry calculation of a 3-piece molecular cluster, C6H19NO3 overall in a non-equilibrium geometry, from OMol25.

Atoms and positions in Å:
O 0.46 2.82 0.78
O -0.84 -0.72 3.74
O 2.53 1.03 -0.49
N 0.06 -1.81 -1.08
C -1.27 0.35 -1.40
C -1.23 1.62 -2.24
C 0.47 -1.58 0.32
C -0.56 -1.37 1.41
C 0.12 -1.19 2.77
C -0.34 -0.70 -1.95
H 0.49 -2.18 3.09
H -2.07 2.31 -2.20
H 1.22 2.53 0.26
H 0.88 -0.42 2.64
H 1.25 -0.82 0.32
H -1.32 -2.14 1.43
H -1.18 -0.48 1.24
H -0.52 0.13 4.04
H -2.24 -0.11 -1.22
H 0.56 -0.16 -2.17
H -0.70 -2.47 -1.01
H -0.57 -1.16 -2.92
H 0.74 3.63 1.22
H -0.94 1.49 -3.28
H -0.76 0.58 -0.47
H 1.08 -2.47 0.46
H -0.41 2.22 -1.82
H 2.27 0.85 -1.40
H 2.84 0.23 -0.06

SMILES string: CCCNCCCO.O.O
Orbital gap in eV: 9.3

=====

Entry 11:
The following is a quantum chemistry calculation of a 3-piece molecular cluster, C21H44N3O4 overall in a non-equilibrium geometry, from OMol25.

Atoms and positions in Å:
O -0.05 0.72 -3.47
O -0.52 0.20 2.68
O 2.31 -5.23 -4.17
O 3.35 -3.82 -5.59
N -0.37 1.78 -2.83
N -1.06 -0.51 3.60
N 0.26 -2.46 -4.62
C 0.10 1.75 -1.40
C -1.55 0.32 4.75
C -0.08 0.34 -0.85
C -0.99 4.19 -3.16
C 1.57 2.16 -1.35
C 1.88 3.45 -2.10
C -0.50 2.75 -5.09
C 3.37 -4.50 -4.60
C 0.29 -2.30 2.59
C -0.27 -1.75 3.90
C 0.42 -3.74 -3.84
C -0.76 2.67 -0.51
C -2.66 -0.39 5.53
C 0.88 -1.38 4.85
C -0.37 0.65 5.66
C -2.16 1.60 4.19
C -1.15 -2.85 4.52
C 0.44 -0.58 6.07
C 1.37 3.39 -3.54
C -0.11 3.03 -3.64
C 1.05 -4.83 -4.70
H 1.95 2.65 -4.09
H -0.61 -2.42 -5.14
H -2.17 -2.80 4.14
H 0.29 1.35 5.14
H -1.53 2.42 -5.17
H 1.16 -4.50 -5.74
H -0.75 1.17 6.54
H -0.56 -4.03 -3.48
H -0.91 5.00 -3.89
H -2.95 1.38 3.48
H -0.14 -1.21 6.75
H -0.36 3.68 -0.44
H 1.05 -2.29 -5.25
H -1.12 0.02 -0.92
H -2.31 -1.23 6.13
H -0.74 -3.83 4.25
H -1.18 -2.81 5.60
H 4.21 -4.60 -3.91
H 0.55 -0.39 -1.37
H 0.42 -5.72 -4.72
H -0.39 3.68 -5.66
H -1.41 2.22 3.69
H 0.23 -1.65 -3.98
H 1.05 -3.53 -2.98
H 1.52 4.35 -4.04
H -3.11 0.33 6.22
H 1.45 4.31 -1.58
H 1.86 2.25 -0.30
H -0.51 -2.51 1.89
H -0.79 2.27 0.50
H 2.18 1.35 -1.77
H 0.14 2.00 -5.55
H 1.62 -0.80 4.29
H -1.78 2.73 -0.88
H -2.58 2.17 5.01
H 1.38 -2.31 5.16
H -0.70 4.60 -2.20
H 0.83 -3.22 2.81
H 0.20 0.35 0.20
H -3.44 -0.74 4.86
H 0.98 -1.60 2.12
H 1.32 -0.26 6.63
H -2.04 3.89 -3.10
H 2.96 3.61 -2.11

Total charge: +1
2S+1: 3
Orbital gap (alpha / beta) in eV: 7.0 / 8.1

=====

Entry 12:
The following is a quantum chemistry calculation of the molecule C7H10N2S in a non-equilibrium geometry, from OMol25.

Atoms and positions in Å:
S 0.52 -2.04 -0.10
N -0.73 0.44 -0.01
N 1.54 0.18 0.87
C 2.45 -0.81 1.03
C 0.31 -0.24 0.21
C -2.15 1.09 -2.05
C -1.90 0.06 -0.94
C -2.74 -0.93 -0.63
C 1.82 1.38 1.67
C 2.10 -2.04 0.58
H 2.61 1.89 1.16
H -3.48 -1.07 -1.34
H -2.56 -1.51 0.30
H 0.99 2.01 1.36
H -2.47 1.94 -1.71
H -1.23 1.19 -2.65
H 1.91 1.31 2.75
H 2.78 -2.88 0.39
H -2.99 0.64 -2.52
H 3.24 -0.62 1.63

SMILES string: C=C(C)/N=c1\sccn1C
Orbital gap in eV: 8.3

=====

Repeat the eighth record exactly.
The following is a quantum chemistry calculation of the molecule C5H10N4O in a non-equilibrium geometry, from OMol25.

Atoms and positions in Å:
O 0.39 0.62 1.85
N 0.40 1.93 2.19
N 1.51 -1.06 -1.22
N 0.62 -1.85 0.57
N 1.22 -2.91 -0.05
C 0.21 0.50 0.16
C 0.74 -0.79 -0.20
C 1.81 -2.39 -1.09
C -1.35 0.79 -0.10
C -1.64 0.62 -1.62
H 2.54 -2.81 -1.75
H -1.69 1.74 0.18
H -0.67 0.90 -2.02
H 0.10 -1.93 1.40
H 0.76 1.33 -0.38
H -1.96 -0.36 -2.00
H 1.45 2.31 2.37
H -0.04 1.98 3.08
H -1.92 0.09 0.61
H -2.48 1.29 -1.95

2S+1: 3
Orbital gap (alpha / beta) in eV: 5.0 / 6.3